Formula: C4HKLiO2
Source: OMol25
Level of theory: wB97M-V/def2-TZVPD

Output
Strongest force on any atom   0.074 hartree/bohr
2S+1   2
Expectation value of S²   0.750
E_LUMO (spin up / spin down)   -0.3 / -0.4 eV
HOMO energy (spin up / spin down)   -4.5 / -7.2 eV
Kohn-Sham gap (spin up / spin down)   4.23 / 6.81 eV

Last column: Mulliken spin population.
Positions of all 9 atoms, in Å:
C: -1.465 1.051 0.189  0.08
C: -1.988 0.456 -0.879  -0.04
O: -2.475 -0.093 -1.779  0.01
H: -1.948 1.991 0.478  -0.01
O: 1.963 0.896 1.508  -0.13
C: 0.797 0.483 1.412  -0.24
C: -0.338 0.502 0.898  0.20
Li: 2.621 1.167 -0.366  0.60
K: 0.667 -1.176 -1.008  0.53